Record 1
Below is a 4-piece molecular cluster, C33H63ClFN6O3 overall in a non-equilibrium geometry, with properties calculated with ωB97M-V/def2-TZVPD.

Computed properties:
Net charge: +1
Largest force on an atom in hartree/bohr: 0.037
DFT total energy in eV: -65559.215
HOMO-LUMO gap in eV: 8.802

```
107
Properties=species:S:1:pos:R:3:forces:R:3
C -1.464219 -0.753642 -0.337024 0.5747 0.2209 -0.0623
N -0.505105 -0.481495 -1.427818 0.0272 -0.2791 0.5861
C 0.740823 -1.246909 -1.257218 -0.3132 -0.2586 -0.7167
C 1.988051 -0.606829 -1.904829 -0.0746 -0.0235 0.3423
C 2.934145 0.189273 -0.965148 0.5715 -0.0407 -1.0123
C 2.771058 1.706214 -0.991720 -0.9685 -0.0834 1.5992
C 1.376422 2.102686 -0.444673 -0.0939 0.2146 -0.2616
C 1.069157 1.561767 0.939485 -0.4692 -0.0234 0.3436
C -0.220405 2.171598 1.507392 0.5947 -0.0112 -0.0290
C -0.405581 1.759617 2.976127 -0.0254 0.4004 0.0934
C -1.833287 1.406127 3.362439 -0.3602 0.0503 -0.2168
C -2.260344 -0.010165 2.949803 0.3188 0.1580 0.0717
C -2.981953 -0.784045 4.038074 -0.1994 -0.4635 0.0402
C -3.101211 -2.302376 3.757886 0.4565 0.2493 -0.3331
C -2.984117 -2.737985 2.297750 -0.3891 -0.2299 -0.1522
C -4.182185 -2.333197 1.426699 0.0922 -0.4219 0.4061
C -4.448683 -3.289652 0.273695 -0.2656 0.3720 -0.2521
O -3.676954 -3.024598 -0.889991 0.1397 -0.1886 0.0820
C -4.196893 -1.968451 -1.654487 0.0828 0.1503 -0.2283
C 3.776463 2.517548 -0.144112 0.5584 -0.2553 -0.5756
C 5.151208 1.938747 0.151367 0.1602 0.2926 0.7855
C 5.209622 0.806779 1.174648 -0.0200 -0.1319 -0.3092
Cl 6.046594 1.546694 -1.355869 0.0712 0.0292 -0.1401
N 2.966156 2.181135 -2.430260 0.3019 0.5842 0.0879
C 2.234554 3.457408 -2.719804 0.2376 0.1836 -0.5120
C 2.953608 4.281877 -3.787543 -0.4040 -0.0785 0.0224
C 2.186194 5.572908 -4.109465 0.6267 1.4811 -0.1847
N 0.799917 5.481789 -4.373269 0.8438 -0.4509 0.3389
O 2.777999 6.644646 -4.126185 -1.0191 -1.5726 0.4166
C 2.772606 1.155425 -3.491898 -0.3682 -0.3101 -1.5010
O 4.019963 0.561324 -3.727220 0.0031 -0.0278 0.5636
C 1.647655 0.192248 -3.170570 0.1911 -0.1137 0.7303
C 1.273667 -0.660983 -4.383540 0.4935 0.4344 -0.5442
C 2.224153 -1.745950 -4.838830 -0.4591 -0.4374 0.0307
F 0.031932 -1.243556 -4.147152 -0.0074 -0.0298 0.0614
H -1.934935 -1.735413 -0.411109 -0.0298 0.0846 0.0121
H -2.208008 0.038966 -0.314097 -0.2362 -0.0587 -0.0643
H -0.932114 -0.704756 0.608749 0.0249 0.0388 0.0939
H -0.936025 -0.859830 -2.260956 0.0272 0.3105 -0.2060
H 0.619532 -2.223696 -1.737171 0.0239 -0.1110 0.0561
H 0.924573 -1.477087 -0.210971 0.0452 0.2464 0.1932
H 2.595205 -1.447522 -2.232300 0.1259 -0.0735 0.0366
H 3.935931 -0.025740 -1.339917 0.1056 0.0247 0.1356
H 2.925918 -0.193222 0.046999 -0.3038 0.0843 0.1980
H 0.562137 1.813379 -1.110211 0.0279 -0.2290 -0.0780
H 1.325416 3.186152 -0.334757 0.0533 0.0651 -0.0367
H 0.970152 0.478485 0.972812 0.0661 -0.1508 -0.1990
H 1.842910 1.818902 1.663941 0.2564 -0.0153 -0.0797
H -0.091372 3.252959 1.443709 -0.2143 0.1350 0.0414
H -1.078865 1.922232 0.886469 -0.1144 -0.2240 -0.0405
H -0.077389 2.591976 3.599267 0.0854 0.0590 0.0482
H 0.274224 0.939405 3.215368 -0.0688 -0.2023 0.0274
H -2.492042 2.130993 2.878617 -0.1007 0.1054 0.0806
H -1.988477 1.545853 4.430791 0.1264 -0.0797 0.1481
H -1.353325 -0.570921 2.711396 0.0547 -0.0383 -0.0428
H -2.846886 0.032653 2.034325 -0.0405 -0.0640 -0.0464
H -2.388614 -0.671010 4.944855 -0.1045 0.0653 0.1970
H -3.969133 -0.378084 4.257786 -0.0285 0.2774 -0.1176
H -2.312220 -2.801934 4.308062 0.0540 -0.0753 0.0732
H -4.037057 -2.714801 4.132951 -0.1220 0.1293 0.2017
H -2.036193 -2.448198 1.847127 0.0327 0.1130 0.0024
H -2.978886 -3.831503 2.296143 0.1175 -0.1090 0.0731
H -4.109839 -1.307611 1.072159 -0.0386 0.0960 -0.0691
H -5.060475 -2.379183 2.075754 -0.1267 0.1117 -0.0004
H -5.510407 -3.245073 0.007793 -0.0600 -0.0668 -0.0710
H -4.222514 -4.310221 0.571943 0.0542 -0.1225 0.0010
H -3.467921 -1.711666 -2.420877 0.1057 -0.0962 -0.0603
H -5.122039 -2.250674 -2.162141 -0.1462 -0.0381 0.0962
H -4.361416 -1.066685 -1.060658 -0.1471 0.0333 0.0728
H 3.338211 2.804229 0.803997 -0.1200 -0.0888 0.1082
H 3.952006 3.470026 -0.652943 -0.0910 0.1108 -0.0017
H 5.720870 2.753592 0.590771 0.0325 0.1681 -0.1505
H 4.349402 0.870465 1.837580 -0.0850 -0.0271 0.0752
H 6.103282 0.894440 1.783881 0.1273 -0.0224 -0.0089
H 5.224762 -0.169571 0.700011 -0.0890 -0.1043 0.0199
H 3.963162 2.422974 -2.492345 0.1195 -0.3290 0.0186
H 2.235199 4.062283 -1.820310 -0.2071 -0.1654 0.1900
H 1.221256 3.189607 -2.994349 -0.1633 0.0151 0.1049
H 3.912156 4.582339 -3.372008 0.2135 0.1034 -0.2866
H 3.111260 3.718008 -4.706867 0.0672 -0.0059 -0.1217
H 0.493615 4.538227 -4.566218 -0.1122 -0.0137 0.1050
H 0.250483 5.878721 -3.621699 -0.1817 0.4455 -0.3305
H 2.487675 1.696770 -4.399323 -0.0748 0.2208 0.1085
H 4.172799 0.497943 -4.670595 0.1034 0.0010 -0.1898
H 0.769164 0.814557 -2.980946 -0.1262 -0.0233 0.1226
H 1.134308 0.030515 -5.224839 -0.1711 -0.0195 -0.0248
H 2.457580 -2.458593 -4.052429 0.1307 0.0575 0.1329
H 1.712839 -2.313730 -5.614262 -0.0267 0.0186 -0.1063
H 3.138433 -1.367666 -5.278422 0.1581 0.1469 0.0705
C 2.728167 7.440050 -0.212999 -0.0140 -0.0562 -0.0054
C 2.444493 6.183368 0.474395 -0.0774 -0.2500 0.2692
N 2.220156 5.203692 1.037644 0.0922 0.2902 -0.3798
H 1.860738 8.094052 -0.153866 -0.0072 0.0133 0.0064
H 3.576786 7.931437 0.257997 0.0094 0.0078 0.0064
H 2.961786 7.252362 -1.260490 0.0099 0.0298 -0.0232
C -2.074591 -6.682933 3.752394 -0.0007 0.0280 0.0204
C -1.761708 -5.580293 4.653990 0.1279 0.2695 0.2532
N -1.514500 -4.706952 5.361463 -0.0366 -0.3950 -0.2134
H -3.126918 -6.652399 3.478898 -0.0104 -0.0583 -0.0135
H -1.470155 -6.605780 2.850851 0.0052 -0.0072 -0.0102
H -1.868076 -7.633062 4.239845 -0.0270 -0.0240 -0.0084
C -6.835446 -7.292024 4.091444 0.0281 -0.0080 -0.0024
C -5.778346 -8.197240 3.654550 0.2332 -0.2923 -0.1137
N -4.952373 -8.920545 3.310221 -0.2101 0.3372 0.1143
H -7.687195 -7.866903 4.448214 -0.0129 -0.0011 0.0068
H -6.470258 -6.659512 4.898175 -0.0112 0.0075 0.0127
H -7.151925 -6.665585 3.260039 -0.0158 0.0064 -0.0021
```
Positions in Å, forces in eV/Å.

***

Record 2
Below is a 9-piece molecular cluster, C33H64F9NO10PS overall in a non-equilibrium geometry, with properties calculated with ωB97M-V/def2-TZVPD.

Computed properties:
Net charge: +1
Largest force on an atom in hartree/bohr: 0.143
Relative energy (zero: lowest compared OMol25 entry of this formula, charge and spin) in kcal per mole: 178.0
DFT total energy in eV: -101789.226
HOMO-LUMO gap in eV: 5.374

```
119
Properties=species:S:1:pos:R:3:forces:R:3
C 2.624816 4.494423 -0.224646 0.1693 -0.5479 -0.0383
P 0.945352 4.404145 0.758884 1.1983 1.1325 1.9137
O 0.568687 6.107818 1.029926 0.1393 -1.9042 0.4615
C -0.408817 3.520149 -0.252601 -0.1648 0.9820 -3.6946
C 0.185876 2.473852 -1.414404 0.3184 1.8268 0.0056
C 1.318125 1.436208 -0.878812 0.9309 0.1053 0.2952
C 0.886210 -0.143012 -0.779884 0.5813 -0.4633 -4.5819
F -0.501008 -0.432193 -1.305213 3.8813 0.9249 2.4373
F 1.728502 -0.810197 -1.859080 -2.2729 1.5801 3.3057
C 1.314023 -0.940286 0.554177 4.2597 -3.3334 -3.4661
F 1.279011 -2.412997 0.212403 0.1822 5.1799 1.0337
F 2.783091 -0.658582 0.778526 -5.0300 -0.4353 -0.9115
S 0.450093 -0.685024 2.141298 -0.3791 -3.0053 6.7227
F -0.068046 -2.354928 2.077214 0.3006 4.0245 0.3795
F -1.034086 -0.170266 1.497390 3.2709 -0.5897 0.6251
F 1.045804 0.888310 2.433956 -1.6015 -2.7407 -1.4443
F 1.876217 -1.286425 2.959055 -3.1101 1.3626 -1.7011
F -0.288077 -0.615119 3.690490 1.3202 0.1561 -3.2522
C -1.293148 4.625789 -1.142635 1.0929 -1.0573 -0.3143
O -2.085644 5.548405 -0.327029 0.6395 -2.0503 0.4953
C -2.495657 4.978923 0.961016 -1.2583 -0.2924 0.1145
C -2.699117 3.356256 0.867988 -1.8536 1.7420 0.5757
N -1.365158 2.683043 0.586832 -0.2561 -0.8694 0.3952
H 3.142172 5.547924 -0.089315 -1.4878 -2.1884 -0.4587
H 3.338848 3.724784 0.343737 -1.6455 1.5559 -1.3164
H 2.496685 4.160637 -1.338836 0.4899 0.8635 2.0350
H 0.529023 6.300363 2.020057 0.1249 -0.7727 -1.9504
H 0.704289 3.205077 -2.204913 -1.1405 -1.8006 1.7284
H -0.724168 2.008079 -1.981412 1.7614 0.5462 1.1697
H 1.809923 1.728515 0.169223 -1.3986 -0.4847 -2.1965
H 2.236586 1.548825 -1.637555 -2.1500 -0.9056 1.6908
H -0.488969 5.225775 -1.780340 -1.9088 -1.1357 1.5693
H -1.925062 4.013385 -1.931172 1.0594 1.3222 1.9365
H -1.771584 5.285641 1.839360 -1.2135 -0.7204 -1.8199
H -3.572902 5.433546 1.201930 2.4506 -1.0135 -0.5003
H -3.429104 3.102862 -0.024995 1.5479 0.5494 1.9255
H -3.175461 2.995677 1.890448 1.0476 0.4046 -2.2610
H -1.604018 1.824733 0.003715 0.6167 1.0434 1.1837
H -0.920678 2.385297 1.507202 -0.4202 0.3790 -1.3690
C 7.194673 6.568649 -0.413519 -0.2675 -0.4454 -0.2283
C 5.854201 7.036313 0.086795 -0.9375 -0.5301 -0.1742
O 4.830513 6.390009 -0.130333 1.3756 0.8059 0.2076
C 5.814652 8.325470 0.863078 -0.5454 -0.0738 0.0564
H 7.070491 5.625540 -0.956283 0.0179 0.2183 0.1229
H 7.616687 7.311489 -1.095116 0.1112 0.0113 0.2107
H 7.868199 6.400371 0.430481 0.0621 0.2064 -0.1051
H 6.175151 9.146529 0.238471 0.1674 -0.0563 0.1574
H 6.426721 8.235485 1.764034 0.1223 0.1335 -0.1608
H 4.782333 8.538364 1.160580 0.2309 -0.0541 -0.0801
C -1.480428 -4.933475 0.688715 -0.4469 0.2393 0.0898
C -1.762650 -6.362893 1.066872 -1.1647 -0.8671 0.3931
O -2.882512 -6.717991 1.431027 1.3087 0.5346 -0.4095
C -0.621598 -7.341130 0.982288 -0.4316 -0.1617 0.1554
H -2.395582 -4.341829 0.797888 0.1548 -0.1210 -0.0158
H -0.714865 -4.518602 1.349226 0.0903 -0.0972 -0.2218
H -1.153072 -4.882353 -0.352684 0.1926 0.0354 0.1193
H 0.182183 -7.033593 1.655779 -0.0008 -0.0365 -0.2682
H -0.255935 -7.397311 -0.046102 0.1637 0.1189 0.0910
H -0.971641 -8.333942 1.284460 0.0595 0.2471 -0.0640
C 4.397720 -7.188153 2.263100 -0.4773 -0.3630 -0.0408
C 3.057249 -6.720490 2.763414 -0.9672 -0.8983 -0.4435
O 2.033559 -7.366793 2.546285 1.1956 0.7825 0.3871
C 3.017698 -5.431333 3.539696 -0.5286 0.0151 0.1001
H 4.273538 -8.131263 1.720335 -0.0271 0.2050 0.1061
H 4.819733 -6.445313 1.581502 0.1955 -0.0032 0.2659
H 5.071246 -7.356432 3.107099 0.0201 0.2818 -0.2723
H 3.378197 -4.610274 2.915089 0.1900 -0.0405 0.1487
H 3.629768 -5.521318 4.440652 0.1161 0.1411 -0.1615
H 1.985380 -5.218439 3.837198 0.2021 -0.0652 -0.0568
C -3.645123 5.997023 -5.214392 0.0472 -0.5620 0.6686
C -2.904280 6.199764 -3.919813 0.1909 -0.6404 0.0310
O -2.247469 5.292812 -3.411058 -0.7568 1.1740 -0.9896
C -2.998180 7.555203 -3.271683 0.4475 -0.1754 0.4902
H -3.487037 4.971983 -5.566204 -0.1794 0.6380 0.3903
H -4.715657 6.151947 -5.058065 0.0329 0.2729 -0.0243
H -3.266904 6.688767 -5.971179 -0.1991 -0.0254 0.0983
H -4.039768 7.779584 -3.028823 0.0649 0.1129 -0.1973
H -2.591104 8.316448 -3.941940 -0.2479 0.0063 -0.0166
H -2.414183 7.555611 -2.345152 -0.1359 0.0141 -0.1568
C -7.428812 -7.081237 0.456234 -0.4234 0.0767 -0.2703
C -7.015604 -5.638114 0.568221 -0.8406 1.2437 -0.5113
O -7.705581 -4.737534 0.093162 0.8032 -1.0573 0.5253
C -5.725398 -5.339444 1.283952 -0.1388 0.3982 -0.1973
H -8.379020 -7.145650 -0.084530 0.2145 0.0506 0.1238
H -6.672250 -7.642423 -0.097991 0.0263 -0.0650 0.2421
H -7.564315 -7.507363 1.453402 0.2073 -0.0959 -0.0884
H -4.892997 -5.822972 0.766708 -0.0668 -0.1140 0.3504
H -5.784987 -5.687975 2.318082 0.2118 -0.1861 -0.1348
H -5.554747 -4.257606 1.288062 -0.1006 -0.1814 -0.0226
C 7.564674 -9.526556 3.424937 -0.4341 0.1114 -0.2548
C 7.977882 -8.083432 3.536924 -0.7391 1.0942 -0.5487
O 7.287904 -7.182854 3.061866 1.0146 -1.0695 0.6108
C 9.268087 -7.784763 4.252656 -0.0444 0.5084 -0.0632
H 6.614466 -9.590969 2.884173 0.2158 0.0154 0.1113
H 8.321236 -10.087743 2.870712 0.0076 -0.0614 0.2242
H 7.429171 -9.952682 4.422104 0.2003 -0.0962 -0.0858
H 10.100489 -8.268291 3.735410 -0.0365 -0.1212 0.1987
H 9.208499 -8.133293 5.286786 0.1456 -0.1510 -0.1137
H 9.438739 -6.702925 4.256765 -0.0602 -0.2498 -0.0158
C -3.526718 3.042654 -8.785634 -0.2646 0.0433 0.4554
C -2.620235 4.180115 -8.397879 -0.0815 0.6097 1.0661
O -2.748632 4.760540 -7.321117 0.5256 -1.0678 -2.1101
C -1.550506 4.580031 -9.378619 0.1624 0.3836 0.3159
H -4.249547 2.864706 -7.982313 0.1650 0.0515 -0.1793
H -4.072846 3.297018 -9.697513 0.1651 -0.1624 -0.0520
H -2.938991 2.133502 -8.934991 -0.0659 0.0767 -0.2182
H -2.008486 4.902851 -10.316849 0.1001 -0.2125 -0.0399
H -0.874658 3.739333 -9.554422 -0.1375 0.0226 -0.1957
H -0.972714 5.413662 -8.965426 -0.1455 -0.1908 -0.0809
C -5.719860 0.005011 4.375395 -0.2699 0.4472 -0.0377
C -4.824641 0.619312 3.332751 -0.4209 1.1966 -0.3106
O -5.021141 1.758726 2.913328 0.4469 -1.1448 0.3638
C -3.679620 -0.214488 2.823036 0.0717 0.3568 -0.2373
H -6.502222 0.720835 4.649211 0.2011 -0.1575 -0.0888
H -6.193679 -0.894752 3.974889 0.1623 -0.0695 0.1489
H -5.138502 -0.236392 5.268723 -0.0408 -0.2052 -0.1067
H -4.062445 -1.123960 2.353420 0.1113 -0.0605 0.1776
H -3.007288 -0.465698 3.647240 -0.1039 -0.2007 -0.0715
H -3.119238 0.356978 2.075432 -0.2811 -0.1139 0.1954
```
Positions in Å, forces in eV/Å.